(1)
Formula: C2H5OP
Source: the Open Molecules 2025 dataset
Level of theory: ωB97M-V with the def2-TZVPD basis set

```
9
Properties=species:S:1:pos:R:3
C -0.629 0.273 0.605
C -1.398 -0.350 -0.487
O 2.403 0.597 -0.245
P 1.057 -0.495 0.015
H -0.689 1.400 0.600
H -1.187 -0.175 -1.488
H -1.817 -1.348 -0.167
H 3.249 0.170 -0.382
H -0.989 -0.071 1.549
```

Gap between HOMO and LUMO (spin up / spin down): 7.9 / 7.4 eV
Energy relative to the best compared isomer or geometry (same formula, charge and spin): 63.95 kcal/mol
2S+1: 1
HOMO level (spin up / spin down): -8.18 / -7.73 eV
Calculated total energy: -495.6786 hartree


(2)
Formula: C3H5NO3
Source: the Open Molecules 2025 dataset
Level of theory: ωB97M-V with the def2-TZVPD basis set

```
12
Properties=species:S:1:pos:R:3
C 1.737 -0.053 0.024
C -0.589 0.750 -0.119
C -2.101 0.395 0.084
H 2.140 1.004 -0.086
H 1.859 -0.457 0.982
H 2.366 -0.542 -0.694
H -0.567 -1.752 -0.413
H -2.585 1.285 0.321
N 0.342 -0.297 -0.295
O -0.015 -1.485 0.246
O -0.282 1.962 0.061
O -2.305 -0.810 -0.110
```

Gap between HOMO and LUMO: 8.8 eV
Energy relative to the best compared isomer or geometry (same formula, charge and spin): 106.45 kcal/mol
2S+1: 1
SMILES: CN(O)C(=O)C=O
HOMO level: -9.44 eV
Calculated total energy: -397.6670 hartree


(3)
Formula: C3H4N2O3
Source: the Open Molecules 2025 dataset
Level of theory: ωB97M-V with the def2-TZVPD basis set

```
12
Properties=species:S:1:pos:R:3
C 1.214 -0.110 -0.028
C 0.491 -1.181 0.460
C -0.710 0.854 -0.013
H 2.773 -0.907 -0.174
H 0.432 -2.124 1.250
H -2.680 -1.521 0.019
H -0.860 2.562 -0.154
N -0.897 -0.675 0.390
N -1.551 1.767 0.255
O 2.613 -0.022 -0.173
O -1.779 -1.396 -0.602
O 0.603 1.039 -0.221
```

Gap between HOMO and LUMO: 9.3 eV
Energy relative to the best compared isomer or geometry (same formula, charge and spin): 138.57 kcal/mol
2S+1: 1
SMILES: [H]/N=c1\oc(O)cn1O
HOMO level: -8.70 eV
Calculated total energy: -451.7589 hartree


(4)
Formula: C6H18BrNaO8PS
Source: the Open Molecules 2025 dataset
Level of theory: ωB97M-V with the def2-TZVPD basis set

```
36
Properties=species:S:1:pos:R:3
Na -0.725 -18.289 28.408
Br 1.670 -19.287 29.790
O 0.630 -18.370 26.415
H 0.388 -17.425 26.459
O -4.310 -18.428 31.180
S -4.313 -19.043 29.811
O -3.022 -19.256 29.103
O -5.087 -20.535 29.842
C -4.934 -21.395 28.705
C -6.015 -22.445 28.628
C -5.601 -18.169 28.651
H -3.965 -21.868 28.551
H -5.078 -20.765 27.827
H -6.613 -22.469 27.717
H -6.718 -22.375 29.459
H -5.642 -23.468 28.590
H -5.311 -17.118 28.660
H -6.634 -18.345 28.953
H -5.711 -18.581 27.648
C -0.290 -12.232 30.053
O -0.559 -13.410 29.238
P 0.490 -14.634 29.270
O -0.231 -15.898 29.038
O 1.736 -14.346 28.193
C 2.669 -15.365 27.914
O 1.061 -14.425 30.730
C 2.258 -15.111 31.125
H -1.083 -11.875 30.711
H -0.412 -11.405 29.354
H 0.696 -12.287 30.515
H 2.631 -16.190 28.625
H 3.696 -15.002 27.945
H 2.562 -15.858 26.948
H 3.045 -15.080 30.372
H 1.987 -16.152 31.301
H 2.550 -14.624 32.056
```

Gap between HOMO and LUMO (spin up / spin down): 7.8 / 5.1 eV
Energy relative to the best compared isomer or geometry (same formula, charge and spin): 20.33 kcal/mol
2S+1: 2
<S²>: 0.76
HOMO level (spin up / spin down): -7.96 / -7.56 eV
Calculated total energy: -4317.1858 hartree


(5)
Formula: C63H70Br2F9N7O14
Source: the Open Molecules 2025 dataset
Level of theory: ωB97M-V with the def2-TZVPD basis set

```
165
Properties=species:S:1:pos:R:3
C 0.281 -5.662 2.417
N 0.781 -6.986 2.829
O 1.232 -7.007 3.900
O 0.700 -7.921 1.978
H -0.167 -5.708 1.424
H 1.114 -4.959 2.401
H -0.499 -5.453 3.148
C -0.214 -1.084 -0.002
N 0.467 0.208 -0.226
O -0.103 1.219 0.012
O 1.521 0.190 -0.828
H -1.228 -0.882 0.344
H 0.311 -1.545 0.835
H -0.121 -1.665 -0.919
C -3.977 -5.461 -0.791
N -2.942 -5.693 0.149
O -2.291 -4.752 0.522
O -2.834 -6.858 0.556
H -3.899 -4.438 -1.159
H -4.872 -5.175 -0.239
H -4.298 -6.307 -1.398
C -4.217 1.579 -3.244
N -3.998 0.287 -2.689
O -4.911 -0.477 -2.508
O -2.902 -0.066 -2.232
H -5.285 1.795 -3.273
H -3.652 1.836 -4.140
H -3.862 2.134 -2.376
C -3.038 -3.306 3.876
N -2.750 -2.014 3.272
O -1.674 -1.895 2.629
O -3.644 -1.155 3.331
H -2.709 -4.021 3.122
H -4.087 -3.543 4.058
H -2.451 -3.287 4.794
C -2.931 -3.591 -4.805
N -4.055 -3.439 -5.795
O -4.304 -4.423 -6.523
O -4.747 -2.393 -5.822
H -2.420 -2.629 -4.755
H -2.290 -4.443 -5.032
H -3.237 -3.846 -3.791
C 1.918 -0.390 -6.183
N 1.361 -1.189 -5.131
O 1.529 -2.397 -5.119
O 1.017 -0.492 -4.177
H 1.186 0.408 -6.306
H 2.069 -1.003 -7.072
H 2.921 -0.182 -5.810
Br -3.177 2.268 3.161
C -5.162 2.400 3.615
C -5.863 3.154 2.525
Br -7.847 2.772 2.480
H -5.203 2.903 4.581
H -5.562 1.386 3.638
H -5.536 2.905 1.516
H -5.697 4.220 2.678
F 3.554 2.809 7.816
C 2.966 2.182 6.759
C 3.549 1.021 6.106
C 2.827 0.335 5.191
C 1.522 0.767 4.819
C 1.030 1.960 5.281
C 1.751 2.691 6.273
H 4.518 0.739 6.490
H 3.409 -0.420 4.684
H 0.895 0.325 4.059
H 0.134 2.387 4.854
H 1.337 3.660 6.510
F 5.547 2.408 -3.984
C 5.307 1.131 -4.032
C 4.316 0.551 -3.258
C 4.002 -0.796 -3.323
C 4.962 -1.568 -3.920
C 6.013 -1.082 -4.689
C 6.137 0.287 -4.766
H 3.639 1.246 -2.783
H 3.241 -1.313 -2.758
H 4.840 -2.641 -3.920
H 6.724 -1.728 -5.182
H 7.005 0.752 -5.209
F -7.603 -3.058 5.322
C -6.997 -2.880 4.098
C -6.829 -1.579 3.667
C -6.451 -1.268 2.358
C -6.319 -2.313 1.523
C -6.527 -3.661 1.897
C -6.823 -3.940 3.218
H -6.995 -0.738 4.323
H -6.465 -0.236 2.040
H -6.001 -2.042 0.527
H -6.566 -4.393 1.104
H -7.185 -4.897 3.563
F 2.997 -0.251 2.044
C 3.833 -1.255 1.683
C 4.562 -1.009 0.516
C 5.508 -1.954 0.087
C 5.551 -3.204 0.712
C 4.878 -3.389 1.904
C 3.933 -2.486 2.393
H 4.562 -0.105 -0.074
H 6.166 -1.620 -0.701
H 6.300 -3.890 0.346
H 5.004 -4.326 2.426
H 3.313 -2.730 3.243
F -1.110 -6.254 -4.130
C 0.047 -6.124 -3.383
C 0.852 -7.249 -3.103
C 1.999 -7.038 -2.252
C 2.317 -5.767 -1.755
C 1.526 -4.683 -2.147
C 0.419 -4.894 -2.892
H 0.622 -8.216 -3.526
H 2.670 -7.883 -2.204
H 3.148 -5.711 -1.067
H 1.751 -3.693 -1.781
H -0.250 -4.078 -3.123
F 8.500 3.148 0.590
C 7.305 2.867 1.184
C 6.177 2.957 0.387
C 4.887 2.698 0.945
C 4.754 2.414 2.322
C 5.945 2.316 3.083
C 7.187 2.452 2.492
H 6.223 3.363 -0.612
H 3.947 2.827 0.430
H 3.789 2.193 2.753
H 5.853 2.090 4.135
H 8.064 2.392 3.119
F -7.613 5.749 -1.210
C -6.261 5.931 -1.172
C -5.772 7.182 -1.349
C -4.382 7.416 -1.391
C -3.570 6.280 -1.228
C -4.082 5.035 -0.912
C -5.423 4.826 -1.004
H -6.478 7.988 -1.486
H -3.993 8.419 -1.489
H -2.499 6.408 -1.167
H -3.385 4.241 -0.688
H -5.700 3.784 -0.948
F 3.970 4.810 -4.956
C 2.970 4.297 -4.299
C 1.949 3.575 -4.869
C 0.965 3.074 -4.061
C 0.852 3.420 -2.757
C 1.799 4.210 -2.157
C 2.949 4.515 -2.915
H 1.987 3.332 -5.920
H 0.183 2.439 -4.450
H 0.031 3.083 -2.141
H 1.750 4.403 -1.096
H 3.739 5.114 -2.488
F -1.546 5.020 3.524
C -0.315 5.366 3.040
C 0.496 4.304 2.487
C 1.650 4.700 1.816
C 2.136 6.002 1.870
C 1.332 7.009 2.553
C 0.101 6.674 3.149
H 0.172 3.279 2.390
H 2.217 3.861 1.441
H 3.020 6.324 1.339
H 1.787 7.970 2.745
H -0.479 7.432 3.656
```

Gap between HOMO and LUMO: 8.7 eV
Energy relative to the best compared isomer or geometry (same formula, charge and spin): 45.41 kcal/mol
2S+1: 1
HOMO level: -9.15 eV
Calculated total energy: -9925.2532 hartree


(6)
Formula: C4H7NO
Source: the Open Molecules 2025 dataset
Level of theory: ωB97M-V with the def2-TZVPD basis set

```
13
Properties=species:S:1:pos:R:3
C -1.429 -0.154 0.595
C -0.598 -0.944 -0.380
C 0.739 -0.956 -0.444
N 1.624 -0.255 0.400
C 1.702 1.005 0.319
O 1.030 1.824 -0.511
H -1.854 -0.815 1.361
H -2.270 0.336 0.088
H -0.844 0.614 1.111
H -1.132 -1.614 -1.053
H 1.245 -1.613 -1.151
H 0.453 1.267 -1.063
H 2.373 1.566 0.969
```

Gap between HOMO and LUMO: 9.9 eV
Energy relative to the best compared isomer or geometry (same formula, charge and spin): 33.09 kcal/mol
2S+1: 1
SMILES: C/C=C\N=C/O
HOMO level: -8.97 eV
Calculated total energy: -286.5789 hartree


(7)
Formula: C2H7OS2
Source: the Open Molecules 2025 dataset
Level of theory: ωB97M-V with the def2-TZVPD basis set

```
12
Properties=species:S:1:pos:R:3
C 1.425 -2.731 1.178
O 2.098 -3.062 0.238
H 1.816 -2.156 2.032
H -3.405 0.137 -1.927
H 0.357 -2.992 1.265
C -0.034 2.189 -0.649
S -0.684 1.101 0.604
S 1.108 0.591 1.536
H 0.379 1.638 -1.530
H 0.889 2.693 -0.357
H -0.886 2.765 -1.038
H -3.062 -0.172 -1.352
```

Gap between HOMO and LUMO: 6.2 eV
Energy relative to the best compared isomer or geometry (same formula, charge and spin): 43.43 kcal/mol
2S+1: 1
HOMO level: -2.32 eV
Net charge: -1
Calculated total energy: -951.9916 hartree


(8)
Formula: C40H36Br3F3N3O4TeW
Source: the Open Molecules 2025 dataset
Level of theory: ωB97M-V with the def2-TZVPD basis set

```
91
Properties=species:S:1:pos:R:3
W 9.720 11.540 14.803
Br 6.688 14.786 17.814
C 6.837 14.527 15.961
C 6.249 15.488 15.088
C 6.404 15.582 13.739
Br 5.457 17.092 12.831
C 7.240 14.697 13.033
C 7.489 14.625 11.607
C 8.488 13.798 11.130
C 9.163 12.993 12.037
N 8.844 12.937 13.333
C 7.879 13.738 13.883
C 7.683 13.573 15.371
O 8.321 12.627 16.054
H 5.592 16.221 15.540
H 6.898 15.244 10.928
H 8.756 13.831 10.065
H 9.900 12.210 11.715
Br 10.215 5.193 15.077
C 11.458 6.666 15.103
C 12.655 6.587 14.411
C 13.563 7.643 14.561
C 13.192 8.760 15.255
C 11.934 8.751 15.814
N 11.042 7.718 15.755
C 11.417 9.790 16.771
O 11.803 9.666 17.948
O 10.481 10.611 16.417
H 12.907 5.683 13.947
H 14.523 7.578 14.083
H 13.822 9.613 15.334
O 7.271 8.604 17.708
C 7.269 8.643 18.905
C 8.021 7.663 19.741
C 9.369 8.308 20.274
C 9.185 9.766 20.725
C 8.941 10.802 19.631
C 7.457 10.965 19.231
N 6.673 9.720 19.592
H 8.219 6.762 19.186
H 7.379 7.332 20.562
H 10.107 8.213 19.497
H 9.694 7.697 21.088
H 10.151 10.049 21.133
H 8.464 9.882 21.513
H 9.508 10.504 18.715
H 9.348 11.798 19.924
H 7.305 11.248 18.219
H 7.018 11.763 19.831
H 6.723 9.531 20.599
Te 11.541 13.504 14.814
C 10.669 14.742 16.313
C 10.591 14.329 17.617
C 10.219 15.238 18.648
C 9.964 16.561 18.299
C 9.929 16.942 16.938
C 10.198 16.028 15.972
H 10.868 13.310 17.821
H 10.122 14.877 19.654
H 9.786 17.330 19.047
H 9.550 17.930 16.591
H 10.092 16.268 14.870
F 12.979 5.707 8.009
C 13.748 6.762 8.296
F 15.029 6.315 8.303
F 13.646 7.584 7.241
C 13.348 7.529 9.539
C 13.746 8.842 9.658
C 13.220 9.626 10.675
C 12.242 9.143 11.559
C 11.837 7.802 11.382
C 12.397 7.009 10.388
C 11.583 9.949 12.499
C 10.943 10.608 13.306
H 14.442 9.266 8.961
H 13.474 10.673 10.723
H 11.011 7.397 11.992
H 12.018 5.984 10.240
C 5.824 9.385 14.696
C 6.591 10.666 14.189
C 6.026 11.111 12.863
C 8.081 10.375 13.995
H 4.751 9.480 14.487
H 6.015 9.238 15.800
H 6.202 8.547 14.114
H 6.428 11.474 14.919
H 6.150 10.290 12.182
H 6.462 12.002 12.440
H 4.927 11.276 12.943
H 8.395 9.513 14.638
H 8.287 9.935 12.972
```

Gap between HOMO and LUMO (spin up / spin down): 6.5 / 6.8 eV
Energy relative to the best compared isomer or geometry (same formula, charge and spin): 17.31 kcal/mol
2S+1: 3
<S²>: 2.04
HOMO level (spin up / spin down): -4.69 / -5.11 eV
Net charge: -1
Calculated total energy: -10367.9088 hartree


(9)
Formula: CH2N2O2
Source: the Open Molecules 2025 dataset
Level of theory: ωB97M-V with the def2-TZVPD basis set

```
7
Properties=species:S:1:pos:R:3
C -0.148 -0.644 -0.567
N 0.553 -1.311 0.298
N -0.525 1.572 0.311
O -0.769 0.550 -0.417
O 0.996 -0.773 1.338
H -0.678 -1.164 -1.268
H 0.571 1.770 0.307
```

Gap between HOMO and LUMO (spin up / spin down): 7.0 / 7.0 eV
Energy relative to the best compared isomer or geometry (same formula, charge and spin): 191.26 kcal/mol
2S+1: 1
HOMO level (spin up / spin down): -9.37 / -9.39 eV
Calculated total energy: -299.0321 hartree


(10)
Formula: C2FORb
Source: the Open Molecules 2025 dataset
Level of theory: ωB97M-V with the def2-TZVPD basis set

```
5
Properties=species:S:1:pos:R:3
C 0.441 2.112 -0.406
C 0.954 0.823 -0.171
O 0.569 1.295 1.053
F 2.311 0.617 -0.330
Rb -1.650 -1.198 0.149
```

Gap between HOMO and LUMO (spin up / spin down): 5.0 / 4.9 eV
Energy relative to the best compared isomer or geometry (same formula, charge and spin): 58.69 kcal/mol
2S+1: 1
HOMO level (spin up / spin down): -6.23 / -6.18 eV
Calculated total energy: -275.1743 hartree


(11)
Formula: C25H49IrNOP3
Source: the Open Molecules 2025 dataset
Level of theory: ωB97M-V with the def2-TZVPD basis set

```
80
Properties=species:S:1:pos:R:3
Ir 0.215 -0.057 -0.564
P 0.229 -2.303 -1.264
P 0.292 2.586 -0.944
N 0.389 0.208 -2.865
C 0.388 -2.277 -3.073
H 1.064 -3.068 -3.426
H -0.583 -2.449 -3.550
C 0.879 -0.940 -3.615
H 1.991 -0.949 -3.750
H 0.590 -0.846 -4.692
C 0.844 1.471 -3.451
H 0.585 1.485 -4.534
H 1.957 1.548 -3.521
C 0.270 2.698 -2.767
H -0.763 2.788 -3.119
H 0.807 3.583 -3.139
C 1.863 3.599 -0.579
C 2.456 3.506 0.843
H 3.395 4.120 0.881
H 2.741 2.458 1.049
H 1.770 3.922 1.621
C -1.240 3.610 -0.496
C -1.275 3.983 0.990
H -2.225 4.497 1.163
H -0.478 4.692 1.259
H -1.242 3.100 1.641
C -1.339 -3.241 -0.964
C -1.542 -3.666 0.494
H -2.536 -4.114 0.615
H -1.471 -2.802 1.169
H -0.845 -4.453 0.817
C 1.716 -3.254 -0.719
C 2.015 -3.216 0.787
H 3.048 -3.555 0.962
H 1.373 -3.900 1.357
H 1.940 -2.214 1.232
C 1.994 0.054 -0.196
O 3.118 0.086 0.024
C -1.506 4.816 -1.388
H -0.837 5.641 -1.126
H -1.451 4.576 -2.454
H -2.530 5.119 -1.144
C -1.567 -4.418 -1.904
H -2.560 -4.818 -1.651
H -1.564 -4.091 -2.946
H -0.813 -5.197 -1.728
C 1.737 -4.706 -1.203
H 2.742 -5.115 -1.016
H 1.019 -5.331 -0.652
H 1.549 -4.781 -2.280
C 1.718 5.078 -0.937
H 1.081 5.624 -0.203
H 2.727 5.531 -0.866
H 1.348 5.272 -1.961
H 2.600 3.137 -1.253
H 2.549 -2.712 -1.206
H -2.016 2.838 -0.681
H -2.104 -2.460 -1.150
H -0.498 0.061 -2.162
H -1.338 -0.230 -1.089
C -2.359 0.589 1.170
P -0.723 -0.059 1.544
C 0.282 1.267 2.314
C -0.994 -1.002 3.023
C -0.325 -2.208 3.332
C -0.586 -2.865 4.556
C -1.401 -2.255 5.530
C -1.944 -1.008 5.272
C -1.752 -0.377 4.036
H -2.460 1.118 0.200
H -2.735 1.229 1.972
H -2.992 -0.315 1.090
H 1.096 0.740 2.860
H -0.366 1.786 3.031
H 0.748 1.957 1.589
H 0.380 -2.689 2.638
H -0.185 -3.855 4.822
H -1.629 -2.718 6.524
H -2.565 -0.459 6.010
H -2.166 0.605 3.812
```

Gap between HOMO and LUMO (spin up / spin down): 4.1 / 3.8 eV
Energy relative to the best compared isomer or geometry (same formula, charge and spin): 22.93 kcal/mol
2S+1: 6
<S²>: 8.79
HOMO level (spin up / spin down): -13.16 / -17.09 eV
Net charge: +3
Calculated total energy: -2239.0594 hartree


(12)
Formula: C5H6N4S
Source: the Open Molecules 2025 dataset
Level of theory: ωB97M-V with the def2-TZVPD basis set

```
16
Properties=species:S:1:pos:R:3
C -0.085 1.530 0.123
C 2.647 -0.509 -0.671
C 0.770 0.633 -0.214
C 0.649 -0.919 -0.026
C -1.502 -0.831 1.032
N 1.825 -1.444 -0.376
N -0.226 -1.435 0.696
N 2.099 0.724 -0.655
N -2.019 0.270 0.419
S -2.547 -0.045 -1.150
H -0.646 2.308 0.530
H 3.642 -0.523 -0.951
H -2.153 -1.655 1.012
H -1.366 -0.595 2.221
H 2.576 1.568 -0.776
H -3.663 0.923 -1.213
```

Gap between HOMO and LUMO (spin up / spin down): 7.5 / 8.0 eV
Energy relative to the best compared isomer or geometry (same formula, charge and spin): 116.79 kcal/mol
2S+1: 1
HOMO level (spin up / spin down): -8.00 / -8.27 eV
Calculated total energy: -811.1275 hartree


> Which formula does entry 10 have?

C2FORb